# 1
88
Properties=species:S:1:pos:R:3:forces:R:3 method="wB97M-V/def2-TZVPD" mol_weight_g_mol=875.8 total_charge=+1
H 4.016 -2.127 -1.075 -0.04 -0.21 -0.26
H -3.066 2.623 -1.886 -0.07 -0.03 -0.14
H -3.069 -0.885 1.105 -0.12 0.13 -0.09
C -1.006 -4.353 -1.862 -0.35 0.31 0.52
O -1.386 -3.928 0.487 0.99 0.62 0.29
H -2.609 3.046 -0.299 0.31 0.15 0.13
H -1.176 -5.314 -2.329 0.12 -0.10 -0.19
O 0.598 4.421 -1.979 0.13 -0.59 0.07
F -2.724 -0.846 -3.817 -0.11 0.22 0.09
H -0.513 5.198 2.384 -0.04 0.09 0.07
H -0.658 4.381 0.356 -0.14 -0.09 -0.52
H 1.077 4.503 2.328 0.21 -0.14 0.13
O -1.767 4.898 -1.661 -0.31 -0.61 -0.02
H 5.556 -1.794 -0.342 0.34 -0.12 -0.12
C 2.719 1.567 -1.397 0.54 -0.34 -0.76
H 0.834 -2.658 3.762 -0.28 0.13 -0.14
H 2.834 1.601 -0.322 -0.23 -0.05 0.14
C -2.376 2.343 -1.091 -0.35 -0.16 -0.24
N 3.424 0.345 -1.857 -0.16 0.03 0.40
H 2.701 -0.925 -3.991 -0.13 -0.08 -0.04
C -2.865 0.330 -3.172 -0.10 -0.25 -0.14
H -1.651 -0.356 2.941 0.25 0.11 0.09
C -3.376 0.052 -1.708 -0.55 0.12 -0.65
H 5.345 0.605 -0.990 0.08 0.10 -0.05
F -3.232 -1.258 -1.442 0.15 0.06 0.04
O 5.026 1.096 -3.363 -0.09 -0.28 0.14
C 0.135 1.815 -0.858 0.12 -0.88 -0.48
C 3.972 0.547 -3.177 0.07 0.33 -0.35
C 0.606 2.604 0.393 -0.55 0.98 0.37
H 3.722 -0.121 -5.190 0.01 0.25 -0.23
C -2.783 0.948 -0.613 0.30 0.30 0.37
H 2.269 -3.348 3.062 0.06 0.09 -0.27
Cl -0.763 0.944 5.088 0.08 0.03 0.07
H 2.236 -4.915 4.677 0.12 -0.03 0.04
H -1.100 2.858 -4.267 0.23 -0.11 -0.04
O 0.594 -3.903 2.081 -0.41 1.08 -0.39
H 2.290 0.708 -4.486 -0.06 0.15 -0.19
H 1.098 0.711 -2.480 -0.17 -0.28 0.11
H 1.436 3.220 0.068 0.23 -0.03 0.07
H -0.383 -3.716 -2.480 0.18 -0.10 -0.18
C -1.315 -1.132 2.257 -0.64 -0.62 -0.44
C -1.999 -0.938 0.909 -0.63 -0.25 0.40
H -1.998 4.371 -4.160 -0.13 0.06 0.05
H 4.122 0.013 0.100 -0.37 0.11 0.02
C 1.240 -3.568 3.324 0.65 -0.50 0.41
H -0.238 -1.155 2.153 0.17 0.33 0.18
H 5.392 -1.644 -2.116 0.10 -0.12 -0.12
H 1.215 2.412 -2.639 -0.07 0.11 0.14
Br 0.835 -1.029 -0.288 0.04 -0.01 0.01
H -3.582 1.118 0.103 -0.21 -0.21 0.01
C 1.269 1.616 -1.905 0.36 0.28 -0.06
H -1.114 1.657 7.293 0.05 0.02 -0.01
C 3.119 0.029 -4.305 0.09 -0.41 0.48
F -4.707 0.329 -1.685 0.22 -0.10 0.01
H 0.836 -5.624 3.889 -0.13 -0.09 -0.09
C -0.419 0.372 -0.659 0.05 0.08 -0.57
C 0.023 4.252 2.331 -0.36 0.44 -0.49
Cl -3.157 2.102 6.244 0.01 0.04 -0.01
C -1.049 3.892 -3.947 -0.39 -0.09 0.02
H 3.266 2.423 -1.797 -0.08 0.34 0.20
H -0.746 0.130 -1.663 -0.13 -0.32 0.02
H -2.846 -2.677 2.674 -0.20 -0.01 0.09
Br 1.305 1.541 1.887 -0.05 -0.30 -0.22
H 0.509 -3.983 -0.393 0.17 0.07 0.36
O -1.525 -5.178 2.700 0.12 0.32 0.05
H -1.337 3.035 1.279 -0.19 -0.01 -0.12
N -1.001 2.451 -1.623 -0.16 0.36 0.86
H 0.633 -4.464 5.204 -0.22 -0.10 0.09
Cl -2.165 -0.426 7.247 0.05 -0.07 -0.05
H -0.262 4.441 -4.447 0.23 -0.03 -0.02
P -0.998 -3.975 2.041 -1.12 -1.76 0.73
N -1.664 0.352 0.187 0.58 0.04 0.47
H -1.538 -2.561 3.850 -0.13 -0.17 0.20
C 4.903 -1.503 -1.160 -0.42 0.40 0.50
C -0.440 -4.500 -0.445 -0.32 -0.22 -1.16
C -1.724 1.132 6.571 -0.14 0.04 0.00
H -1.867 -1.789 0.256 0.33 0.10 -0.22
H -1.908 0.851 -3.190 0.05 0.03 0.01
H -0.295 -5.552 -0.229 0.05 -0.09 0.35
H -1.485 1.034 0.933 0.02 -0.06 0.14
S -0.763 4.023 -2.198 0.25 1.61 -0.48
C 1.226 -4.716 4.332 0.11 0.22 0.08
H -0.267 3.694 3.212 0.31 -0.25 0.17
C -0.420 3.569 1.025 0.25 -0.31 0.77
C -1.779 -2.514 2.792 0.98 0.59 -0.58
F -3.775 1.090 -3.824 0.24 -0.13 0.16
C 4.480 -0.058 -0.925 0.51 -0.18 0.05
H -1.974 -3.862 -1.786 -0.15 0.00 -0.06

***

# 2
90
Properties=species:S:1:pos:R:3:forces:R:3 method="wB97M-V/def2-TZVPD" mol_weight_g_mol=1195.8 smiles="C[C@H]1COC(=O)O1.C[C@H]1COC(=O)O1.C[C@H]1COC(=O)O1.C[C@H]1COC(=O)O1.BrCCBr.BrCCBr.BrCCBr.BrCCBr.O.O"
O -3.170 1.913 5.020 -0.54 0.64 -1.55
O 5.160 -2.135 1.152 -0.44 -1.60 -1.10
O 3.407 -3.469 0.744 0.29 -0.04 0.39
C -4.959 3.530 -1.402 1.29 0.91 0.12
H 3.264 -1.848 4.945 -0.27 0.09 -0.05
O 3.326 -2.762 -4.839 0.88 -1.35 -3.58
C -2.566 1.680 3.839 0.55 -2.84 -0.69
C -0.182 -3.023 -4.183 1.47 -0.13 -0.27
H 1.646 2.644 -3.170 -0.04 -0.01 0.16
H -4.875 -1.363 -2.475 0.15 0.13 -0.11
H 1.731 -1.506 0.193 -0.12 0.10 0.38
H 1.004 -4.638 0.327 0.49 -0.32 0.19
C -1.775 2.960 -0.239 0.07 0.05 0.19
H -3.290 5.764 0.255 1.21 0.05 -0.24
H -5.257 2.823 -0.628 0.36 -0.24 -0.14
H -3.371 3.472 7.420 -0.92 0.68 -0.41
O 0.530 3.203 2.576 0.37 0.62 0.09
H -0.470 3.948 -2.958 -0.26 0.29 -0.25
H -0.760 -3.790 -4.698 -0.26 0.01 0.45
H 4.768 -5.295 -1.376 -0.21 0.13 -0.85
Br -0.619 -1.387 -0.706 0.94 0.39 0.73
Br -1.740 2.859 -4.841 -0.37 0.51 0.11
H 3.278 -4.222 5.864 -0.38 -0.25 -0.33
H 4.752 -3.819 5.082 -0.03 0.41 -0.41
H -3.641 1.038 -2.841 -0.16 -0.35 -0.02
H -3.487 -1.790 -1.499 0.11 0.26 0.00
Br 2.263 0.298 2.705 -1.20 -0.40 -0.57
C 3.133 -2.180 -3.730 1.41 2.81 3.99
C -0.170 3.462 -3.886 0.07 -0.65 0.58
H -4.122 4.449 0.811 0.45 -0.93 0.84
H -2.107 2.680 6.981 0.88 -0.07 -0.98
H -2.898 4.651 3.524 0.17 0.02 -0.15
H 0.693 2.268 2.703 0.18 -0.21 0.00
H -4.205 3.786 5.103 -0.32 -0.74 -0.04
Br 1.052 1.081 -4.948 0.10 -0.09 0.36
C -3.492 4.101 -1.153 -3.83 1.25 -1.06
H 1.463 -4.365 -3.500 -0.25 -0.29 -0.16
O -2.655 3.046 -1.231 1.57 -3.07 -1.64
O -0.943 2.107 -0.098 -0.85 1.08 -0.10
C -2.651 3.546 6.605 -0.44 -0.23 0.99
C 3.684 -3.926 4.897 0.26 -0.18 -0.25
C 2.991 -2.705 4.329 0.94 0.09 0.24
C -3.213 3.339 5.167 0.15 0.38 4.01
C -3.194 0.066 -2.633 -0.30 -0.19 1.65
H 0.280 1.705 -2.586 -0.38 -0.03 -0.36
C 1.746 -4.560 -0.467 -0.24 0.31 -1.65
H -4.893 3.076 -2.390 -0.38 -0.22 0.13
O 4.002 -1.530 -3.171 -1.79 -0.86 -0.44
H 4.112 1.814 0.938 0.01 -0.18 0.24
H -2.372 0.198 -1.929 0.40 0.44 -0.65
H -0.422 3.290 2.626 0.01 -0.18 -0.28
H -5.734 4.296 -1.410 0.22 0.29 -0.15
H -3.279 4.825 -1.939 0.18 -0.03 -0.21
C 2.135 -3.320 -5.315 -1.72 -1.76 0.26
H 1.567 -5.275 -1.271 -0.17 -0.68 0.33
H 3.501 -5.478 0.362 -0.12 -0.02 0.50
C 4.203 -4.368 -1.283 -1.55 -0.87 1.47
H 0.381 4.148 -4.529 -0.11 -0.21 0.06
C 4.623 -2.992 0.472 -0.07 3.22 2.36
O 3.757 2.317 0.205 -0.16 0.29 -0.15
H 3.231 -2.481 3.290 0.27 -0.19 0.21
H 4.057 1.850 -0.574 0.15 -0.16 -0.22
H 1.601 -2.733 -6.062 0.47 0.43 -0.02
H 0.122 -1.098 2.327 0.86 -0.60 -0.19
O -2.017 4.037 0.535 0.63 0.76 2.19
C 0.657 2.272 -3.437 0.97 0.19 -0.55
Br 1.100 -2.939 4.369 -0.72 0.01 0.15
Br 3.555 -5.377 3.587 0.01 -0.18 0.44
H -0.144 -2.137 -4.818 -0.28 0.08 0.08
C -3.246 4.676 0.203 -0.91 0.07 -0.06
Br -2.544 -0.673 -4.303 -0.35 -0.02 0.36
C -2.346 3.926 4.123 0.25 0.63 -0.47
O 5.040 -3.462 -0.660 3.15 1.01 -1.83
C 0.597 -0.323 1.725 -0.03 -0.19 0.04
H -0.488 -2.703 -3.187 -0.61 -0.39 -0.26
H 3.643 -4.006 -2.146 0.82 0.19 -0.29
O 1.889 -2.421 -3.245 0.96 0.86 0.72
Br -5.060 -0.277 -0.295 0.58 0.19 -0.40
O -2.029 2.809 3.335 -0.20 -0.66 -0.84
H -0.208 0.409 1.789 0.63 0.76 -0.45
O -2.450 0.580 3.329 -0.18 2.27 0.85
C 1.018 -0.688 0.300 -0.81 -0.10 0.01
C 3.214 -4.549 -0.132 -2.02 -1.78 0.42
C 1.286 -3.430 -4.031 -0.55 0.38 -0.67
H 2.286 -4.324 -5.709 0.43 0.18 -0.20
H -2.070 4.449 6.792 -0.03 0.01 -0.36
H -1.447 4.395 4.523 0.13 -0.15 -0.15
H 1.371 0.175 -0.264 -0.23 -0.05 0.11
C -4.071 -0.947 -1.868 -0.73 -0.33 -0.85
H 1.512 -3.646 -1.014 0.06 0.50 0.26

***

Number 1: HOMO level -11.62 eV, energy -250997.373 eV. Number 2: HOMO level -9.70 eV, energy -614606.106 eV.